<P>
The following is a DFT calculation (ωB97M-V with the def2-TZVPD basis set) of the molecule C6H16N2.

XYZ file:
```
24
C6H16N2 | the Open Molecules 2025 dataset | ωB97M-V with the def2-TZVPD basis set
N 2.06797 -0.17892 -1.22458
C 1.06306 -1.20204 -1.07835
C 1.64631 -2.45603 -0.37990
C -0.02493 -0.68170 -0.12236
N -0.64786 0.49516 -0.71189
C -0.44732 1.96031 1.34767
C -1.32339 1.48058 0.17715
C -2.62592 0.83846 0.68756
H 2.42701 0.13891 -0.33756
H 2.80165 -0.27360 -1.90497
H 0.58659 -1.47506 -1.99219
H 2.48874 -2.79224 -0.99577
H 2.11915 -2.21219 0.56483
H 1.04327 -3.34946 -0.56544
H 0.40159 -0.53203 0.87214
H -0.80012 -1.44918 -0.10749
H 0.01090 1.03208 -1.25436
H 0.43258 1.33482 1.50440
H -0.93875 1.99681 2.31969
H -0.03060 2.95235 1.15519
H -1.46531 2.31243 -0.51144
H -3.39134 1.60288 0.82941
H -2.49726 0.44031 1.69692
H -2.89606 0.01734 0.03133
```

molar mass	116.2	g mol⁻¹
LUMO	1.09	eV
HOMO	-0.3092	hartree



<Q>
The following is a DFT calculation (ωB97M-V with the def2-TZVPD basis set) of a structure of composition C6H16N2.

XYZ file:
```
24
C6H16N2 | the Open Molecules 2025 dataset | ωB97M-V with the def2-TZVPD basis set
C -0.06890 1.60520 -1.50126
N 0.67774 0.53207 -0.87590
C 2.05296 0.31615 -1.21280
C 0.46706 -1.95967 -0.91100
C -0.18098 -0.64276 -0.54844
C -0.35283 -0.52172 0.99433
N -1.50328 0.56453 1.16655
C -1.87852 0.46199 2.59447
H 0.59350 2.38121 -1.89616
H -0.78171 1.33937 -2.29043
H -0.63205 2.09641 -0.70484
H 2.49084 1.31191 -1.15691
H 2.28040 -0.07914 -2.20855
H 2.55723 -0.23477 -0.42101
H 0.86190 -1.93671 -1.92977
H 1.34139 -2.14708 -0.28467
H -0.19245 -2.82033 -0.84860
H -1.19185 -0.51039 -0.92005
H 0.64954 -0.59936 1.38631
H -0.83217 -1.46152 1.30049
H -0.40720 0.81370 1.21665
H -1.38976 -0.33881 3.13494
H -2.95288 0.45534 2.77379
H -1.60799 1.37437 3.14287
```

molar mass	116.2	g mol⁻¹
LUMO	0.99	eV
HOMO	-0.2924	hartree



<R>
The following is a DFT calculation (ωB97M-V with the def2-TZVPD basis set) of a cluster of 2 separate species, C6H16N2 in total.

XYZ file:
```
24
C6H16N2 | the Open Molecules 2025 dataset | ωB97M-V with the def2-TZVPD basis set
C 0.93695 -2.32074 -1.04250
C 0.99467 -1.66906 0.38272
C 0.86149 -2.42989 2.57463
N 1.25385 -2.67830 1.38283
H 0.79446 -1.50470 -1.73958
H 1.89768 -2.84828 -1.26338
H 0.07256 -3.00708 -1.12159
H 0.03558 -1.16798 0.51532
H 1.83744 -0.96117 0.34826
H 0.16238 -1.58792 2.78710
H 1.11380 -3.15163 3.31694
C -0.90721 1.90144 0.41556
C -0.88562 1.61266 -1.10049
C 0.31399 2.20033 -1.87958
N -2.19228 1.46452 0.97769
H -0.76072 2.98684 0.54891
H -0.00624 1.38793 0.92204
H -1.82458 2.06328 -1.51624
H -1.02611 0.54992 -1.28041
H 1.28668 1.75824 -1.54592
H 0.33974 3.28859 -1.75639
H 0.17940 1.89891 -2.93556
H -2.32732 1.79300 1.92192
H -2.15059 0.42108 1.08774
```

molar mass	116.2	g mol⁻¹
LUMO	0.93	eV
HOMO	-0.3489	hartree



What are the relative energies? In hartree: <P> 0.0000; <Q> 0.1196; <R> 0.0179.



<P>
The following is a DFT calculation (ωB97M-V with the def2-TZVPD basis set) of the ion C4H8NOS with charge -1.

XYZ file:
```
15
C4H8NOS | the Open Molecules 2025 dataset | ωB97M-V with the def2-TZVPD basis set
C 0.19861 -0.09502 1.08427
C 1.04985 1.17734 1.39558
S 2.67398 0.72904 2.15039
C -0.98984 0.18767 0.27956
N -1.25330 -0.72728 -0.80525
C -0.25885 -0.96805 -1.86122
O -1.84358 1.04505 0.45528
H 0.86582 -0.71802 0.51116
H -0.08455 -0.49872 2.05487
H 1.39840 1.56523 0.43374
H 0.43152 1.97211 1.81108
H -2.17533 -0.61448 -1.15343
H -0.32938 -0.20802 -2.64426
H -0.39691 -1.94644 -2.31841
H 0.71356 -0.90041 -1.39336
```

total charge	-1
molar mass	118.2	g mol⁻¹
LUMO	3.48	eV
HOMO	-0.0885	hartree



<Q>
The following is a DFT calculation (ωB97M-V with the def2-TZVPD basis set) of the ion C4H8NOS with charge -1.

XYZ file:
```
15
C4H8NOS | the Open Molecules 2025 dataset | ωB97M-V with the def2-TZVPD basis set
C -0.26945 -0.20783 0.19718
C 1.09808 -0.71011 0.53938
S 1.28262 -1.50168 2.20654
C -0.17588 0.66446 -1.12229
N -1.38997 1.01359 -1.71799
C -2.58557 1.10187 -0.93089
O 0.86062 1.14107 -1.51858
H -0.80554 -1.10508 -0.13490
H -0.80103 0.39968 0.92466
H 1.38153 -1.42680 -0.24148
H 1.89584 0.02674 0.49358
H -1.48512 1.41275 -2.62788
H -3.48171 1.02516 -1.56581
H -2.77840 2.07176 -0.43966
H -2.76665 0.33585 -0.18245
```

total charge	-1
molar mass	118.2	g mol⁻¹
LUMO	3.21	eV
HOMO	-0.0804	hartree



What are the relative energies? In hartree: <P> 0.0000; <Q> 0.0070.



<P>
The following is a DFT calculation (ωB97M-V with the def2-TZVPD basis set) of the ion C2H6NO with charge -1.

XYZ file:
```
10
C2H6NO | the Open Molecules 2025 dataset | ωB97M-V with the def2-TZVPD basis set
O -1.20630 1.57999 0.18790
H -0.72331 1.50043 1.03399
C -0.45761 0.47246 -0.60834
C 0.74934 0.01274 0.04608
N 0.76408 -1.40345 0.54190
H -1.23714 -0.25664 -0.76952
H -0.17173 1.07425 -1.50567
H 1.63771 0.58075 0.26595
H 0.74985 -2.05708 -0.23375
H -0.10490 -1.50346 1.04146
```

total charge	-1
molar mass	60.1	g mol⁻¹
LUMO	4.95	eV
HOMO	-0.0266	hartree



<Q>
The following is a DFT calculation (ωB97M-V with the def2-TZVPD basis set) of the ion C2H6NO with charge -1.

XYZ file:
```
10
C2H6NO | the Open Molecules 2025 dataset | ωB97M-V with the def2-TZVPD basis set
C 0.27814 -1.27279 -0.10957
C 0.01548 1.29644 -0.05242
N 0.87202 0.07276 -0.51239
O 2.14812 0.15054 -0.07084
H 0.34303 -1.61255 1.00198
H -0.85761 -1.08080 -0.13383
H 0.73667 -1.95126 -0.69674
H 0.69518 2.22580 -0.27309
H -0.92321 1.18431 -0.64474
H -0.39545 1.46124 0.99526
```

total charge	-1
molar mass	60.1	g mol⁻¹
LUMO	4.79	eV
HOMO	-0.0346	hartree



What are the relative energies? In hartree: <P> 0.0000; <Q> 0.0381.



<P>
The following is a DFT calculation (ωB97M-V with the def2-TZVPD basis set) of a cluster of 2 separate species, C5H12NO3 in total.

XYZ file:
```
21
C5H12NO3 | the Open Molecules 2025 dataset | ωB97M-V with the def2-TZVPD basis set
O 1.51777 2.47047 0.60246
C 0.49277 1.96041 0.12929
O -0.69939 2.14394 0.53406
C 0.68261 0.95077 -1.01903
C 1.48345 -0.28668 -0.59408
C 1.10920 -0.86531 0.76825
C -0.38946 -1.11307 0.99391
N -1.10790 -1.77905 -0.09820
H -0.28411 0.65435 -1.41549
H 1.23875 1.47716 -1.79905
H 1.37770 -1.05863 -1.36184
H 2.53565 -0.02562 -0.55840
H 1.44667 -0.18226 1.54238
H 1.65161 -1.80840 0.91602
H -0.86841 -0.16089 1.18161
H -0.51200 -1.70253 1.90935
H -0.45155 -2.22229 -0.73293
H -1.60673 -1.08006 -0.62257
H -1.82739 1.27127 -0.12749
H -3.21933 0.69226 0.23232
O -2.56990 0.66417 -0.48056
```

total charge	-1
molar mass	134.2	g mol⁻¹
LUMO	3.99	eV
HOMO	-0.1732	hartree



<Q>
The following is a DFT calculation (ωB97M-V with the def2-TZVPD basis set) of a cluster of 2 separate species, C5H12NO3 in total.

XYZ file:
```
21
C5H12NO3 | the Open Molecules 2025 dataset | ωB97M-V with the def2-TZVPD basis set
C -1.49542 -0.38494 -0.48337
C -0.08598 0.14274 -0.78899
C 0.92854 -0.99039 -1.12922
C 0.34659 -2.17424 -1.83215
O 0.69114 -2.55153 -2.93129
N 0.37119 0.96303 0.31437
C 0.61905 0.20333 1.65435
O 1.87538 0.34135 2.05889
H -1.49338 -1.12141 0.32055
H -2.13958 0.43832 -0.17016
H -1.96825 -0.83640 -1.36177
H -0.20491 0.75654 -1.68794
H 1.38034 -1.33658 -0.19244
H 1.73573 -0.58520 -1.73989
H -0.43035 -2.73801 -1.28596
H 1.27703 1.35042 0.10640
H 0.32814 -0.85821 1.46485
H -0.12089 0.65678 2.34694
H -0.60570 2.49262 1.12108
H -0.20241 3.01098 2.45512
O -0.80627 3.22082 1.76064
```

total charge	-1
molar mass	134.2	g mol⁻¹
LUMO	3.53	eV
HOMO	-0.1171	hartree



What are the relative energies? In hartree: <P> 0.0000; <Q> 0.0895.



<P>
The following is a DFT calculation (ωB97M-V with the def2-TZVPD basis set) of the molecule C4H10.

XYZ file:
```
14
C4H10 | the Open Molecules 2025 dataset | ωB97M-V with the def2-TZVPD basis set
C -1.98057 0.11661 0.07704
C -0.60546 -0.52499 -0.11259
C 0.59264 0.39037 -0.19425
C 1.94178 -0.16316 0.04213
H -2.02545 0.63375 -0.79604
H -2.74327 -0.49805 0.01339
H -1.92194 0.82645 1.06159
H -0.66882 -1.13310 -0.88997
H -0.59030 -1.25844 0.60585
H 0.66577 1.11260 -0.99357
H 0.28800 1.27841 0.53743
H 2.10849 -0.87043 -0.52294
H 2.08452 -0.61403 1.03285
H 2.85462 0.70402 0.13906
```

molar mass	58.1	g mol⁻¹
LUMO	1.25	eV
HOMO	-0.3890	hartree



<Q>
The following is a DFT calculation (ωB97M-V with the def2-TZVPD basis set) of a cluster of 2 separate species, C4H10 in total.

XYZ file:
```
14
C4H10 | the Open Molecules 2025 dataset | ωB97M-V with the def2-TZVPD basis set
C -1.45272 -2.70953 5.52378
H -0.57959 -3.11784 5.00863
H -2.18966 -3.50649 5.56007
H -1.94316 -1.85770 5.07945
H -1.04506 -2.54639 6.52145
C 1.11884 1.25181 -3.43168
C 0.80596 1.42744 -1.96561
C -0.14070 0.75294 -1.34339
H 1.44769 2.16996 -3.92110
H 1.97504 0.60043 -3.61162
H 0.23389 0.84488 -3.91471
H 1.46140 2.16369 -1.51296
H -0.25589 0.75010 -0.26552
H -0.81141 0.05645 -1.83575
```

molar mass	58.1	g mol⁻¹
LUMO	1.17	eV
HOMO	-0.3550	hartree



<R>
The following is a DFT calculation (ωB97M-V with the def2-TZVPD basis set) of the molecule C4H10.

XYZ file:
```
14
C4H10 | the Open Molecules 2025 dataset | ωB97M-V with the def2-TZVPD basis set
C 0.56393 1.44386 -0.44729
C 0.91972 0.02518 -0.37865
C 0.04418 -0.91448 0.44129
C -1.43634 -0.69338 0.36217
H 0.75021 1.76817 0.58005
H -0.50672 1.59103 -0.82366
H 1.28813 2.20502 -1.08734
H 2.06737 -0.25943 -0.08732
H 0.88911 -0.37244 -1.38074
H 0.20869 -1.89504 0.60050
H 0.23336 -0.63639 1.46030
H -1.85187 -1.28284 0.89591
H -1.96506 -0.75163 -0.58370
H -1.66214 0.46651 0.56091
```

molar mass	58.1	g mol⁻¹
LUMO	1.22	eV
HOMO	-0.3808	hartree



What are the relative energies? In hartree: <P> 0.0653; <Q> 0.0000; <R> 0.0552.



<P>
The following is a DFT calculation (ωB97M-V with the def2-TZVPD basis set) of the molecule C2H2N4.

XYZ file:
```
8
C2H2N4 | the Open Molecules 2025 dataset | ωB97M-V with the def2-TZVPD basis set
C 0.41598 1.17652 -0.06805
C -0.42320 -1.13129 -0.02586
H 0.82394 2.27809 -0.02799
H -0.38608 -2.33065 0.01056
N -0.94024 0.97048 0.01229
N -1.35239 -0.20919 0.03165
N 0.86468 -0.96677 -0.03861
N 1.37159 0.17422 0.07765
```

molar mass	82.1	g mol⁻¹
LUMO	-0.56	eV
HOMO	-0.3451	hartree



<Q>
The following is a DFT calculation (ωB97M-V with the def2-TZVPD basis set) of a cluster of 2 separate species, C2H2N4 in total.

XYZ file:
```
8
C2H2N4 | the Open Molecules 2025 dataset | ωB97M-V with the def2-TZVPD basis set
C 1.06290 0.37633 0.92004
C -1.10767 -1.21467 0.79315
N 2.12604 0.14598 1.30877
N -1.62455 -2.10042 0.29111
N -0.00814 0.82858 -0.97432
N -0.01800 0.76407 0.36045
H -0.97853 0.95359 -1.25125
H 0.54796 0.24654 -1.44794
```

molar mass	82.1	g mol⁻¹
LUMO (spin up / spin down)	-2.80 / -3.15	eV
HOMO (spin up / spin down)	-0.4182 / -0.3847	hartree



<R>
The following is a DFT calculation (ωB97M-V with the def2-TZVPD basis set) of the molecule C2H2N4.

XYZ file:
```
8
C2H2N4 | the Open Molecules 2025 dataset | ωB97M-V with the def2-TZVPD basis set
C 0.12024 0.67457 -0.97299
N 0.36603 -0.73569 -0.96258
N 0.86223 -1.07141 0.33646
N -0.52147 -1.27706 0.33480
C -0.20954 -0.02661 0.97376
N -0.19251 1.13110 0.17000
H 0.04124 1.21732 -1.91373
H -0.46622 0.08778 2.03428
```

molar mass	82.1	g mol⁻¹
LUMO	-0.32	eV
HOMO	-0.3537	hartree



What are the relative energies? In hartree: <P> 0.0000; <Q> 0.0780; <R> 0.0634.